Molecular formula: C4H8O2
Method: DFT, ωB97M-V/def2-TZVPD

```
! RIJCOSX wB97M-V def2-TZVPD def2/J DEFGRID3
* xyz 0 1
C -0.277 -0.998 -0.580
C -0.620 0.238 -1.386
O -1.347 0.995 -0.423
C -0.610 0.889 0.743
O 0.042 -0.415 0.709
C 1.755 -0.296 0.805
H -1.141 -1.655 -0.448
H 0.615 -1.531 -0.904
H 0.298 0.762 -1.682
H -1.267 0.063 -2.246
H -1.277 0.925 1.606
H 0.192 1.633 0.804
H 1.865 -1.164 1.486
H 1.773 0.554 1.516
*
```

The highest occupied orbital energy is -7.7054 eV. As for the relative energy (zero: lowest compared OMol25 entry of this formula, charge and spin): 125.1 kcal/mol.

Molecular formula: C4H8O2
Method: DFT, ωB97M-V/def2-TZVPD

```
! RIJCOSX wB97M-V def2-TZVPD def2/J DEFGRID3
* xyz 0 1
C -0.477 1.451 1.075
C -0.844 0.188 0.338
O -1.115 -0.831 0.959
C -0.885 0.234 -1.175
C 1.397 -1.661 -0.745
O 0.446 -2.489 -0.439
H 0.295 2.014 0.544
H -1.365 2.089 1.145
H -0.147 1.203 2.086
H -1.685 -0.412 -1.545
H -1.003 1.254 -1.550
H 1.375 -0.831 0.026
H 0.049 -0.158 -1.601
H -0.144 -2.188 0.298
*
```

The highest occupied orbital energy is -8.6043 eV. As for the relative energy (zero: lowest compared OMol25 entry of this formula, charge and spin): 86.5 kcal/mol.

Molecular formula: C4H8O2
Method: DFT, ωB97M-V/def2-TZVPD

```
! RIJCOSX wB97M-V def2-TZVPD def2/J DEFGRID3
* xyz 0 1
C -0.686 0.460 -1.833
O -0.055 0.934 -0.648
C 0.443 0.001 0.279
C 0.705 0.595 1.615
C -0.461 -1.224 0.356
O -0.077 -2.298 0.750
H -0.528 1.219 -2.602
H -0.243 -0.484 -2.166
H -1.773 0.319 -1.717
H 1.484 -0.617 0.383
H 1.662 1.080 1.761
H -0.093 1.308 1.968
H 1.180 -0.509 1.844
H -1.495 -1.084 -0.003
*
```

The highest occupied orbital energy is -9.7557 eV. The SMILES is CO[C@@H](C)C=O. As for the relative energy (zero: lowest compared OMol25 entry of this formula, charge and spin): 93.3 kcal/mol.

Molecular formula: C4H8O2
Method: DFT, ωB97M-V/def2-TZVPD

```
! RIJCOSX wB97M-V def2-TZVPD def2/J DEFGRID3
* xyz 0 1
C -0.762 1.672 -1.700
C -0.013 1.386 -0.362
C 0.048 -0.104 -0.039
O -0.069 -0.838 -0.996
C 0.133 -0.562 1.375
O 0.781 -1.783 1.549
H -1.029 2.734 -1.827
H -0.137 1.548 -2.630
H -1.710 1.040 -1.800
H 1.090 1.697 -0.446
H -0.313 2.002 0.603
H 0.653 0.320 1.970
H -1.135 -0.643 1.565
H 0.448 -2.088 2.495
*
```

The highest occupied orbital energy is -9.5585 eV. The SMILES is CCC(=O)CO. As for the relative energy (zero: lowest compared OMol25 entry of this formula, charge and spin): 54.4 kcal/mol.

no.,electronic energy (Ha),frontier orbital gap (eV)
1,-307.513052,8.6
2,-307.574523,9.4
3,-307.563797,10.5
4,-307.625689,10.1